1.
14 unconnected molecules or ions with the total composition C47H78Cl6O25. Source: OMol25; level of theory: ωB97M-V with the def2-TZVPD basis set.

Each atom is followed by the atoms it is bonded to, with distances in Å.
Atoms and positions in Å:
1 C 5.7294 0.6774 -2.1574  Cl2 1.780, Cl3 1.770, H4 1.090, H5 1.090
2 Cl 7.2817 1.4016 -2.6405  C1 1.780
3 Cl 6.0030 -0.8553 -1.3159  C1 1.770
4 H 5.1971 1.3728 -1.5086  C1 1.090
5 H 5.1248 0.3530 -3.0044  C1 1.090
6 C 1.0436 4.1680 4.5553  Cl7 1.820, Cl8 1.713, H9 1.090, H10 1.090
7 Cl 2.6668 4.4573 5.3250  C6 1.820
8 Cl 1.2034 3.9878 2.8592  C6 1.713
9 H 0.5973 3.2910 5.0241  C6 1.090
10 H 0.4120 5.0187 4.8110  C6 1.090
11 C 0.5037 4.7973 -1.7724  Cl12 1.777, Cl13 1.771, H14 1.090, H15 1.090
12 Cl -0.8958 4.2493 -0.8248  C11 1.777
13 Cl 1.7295 5.5323 -0.7270  C11 1.771
14 H 0.9568 3.9687 -2.3167  C11 1.090
15 H 0.2461 5.5791 -2.4869  C11 1.090
16 O -0.8442 0.2164 3.7656  C17 1.222
17 C 0.3229 0.1272 4.1174  O16 1.222, O18 1.306, C21 1.540
18 O 1.3347 0.7050 3.5265  C17 1.306, C19 1.415
19 C 2.5214 0.5128 4.2736  O18 1.415, C20 1.519, H22 1.090, H23 1.090
20 C 1.9823 0.0809 5.6268  C19 1.519, C21 1.500, H24 1.090, H25 1.090
21 C 0.8131 -0.7836 5.2589  C17 1.540, C20 1.500, H26 1.090, H27 1.090
22 H 3.1357 1.4121 4.3191  C19 1.090
23 H 3.1991 -0.2516 3.8934  C19 1.090
24 H 1.7616 0.9242 6.2811  C20 1.090
25 H 2.7345 -0.5392 6.1145  C20 1.090
26 H 0.0874 -0.9117 6.0620  C21 1.090
27 H 1.2012 -1.7220 4.8628  C21 1.090
28 O -6.0300 3.1426 2.0065  C29 1.218
29 C -5.7760 1.9611 2.1602  O28 1.218, O30 1.364, C33 1.527
30 O -5.3286 1.2577 1.0812  C29 1.364, C31 1.465
31 C -4.9541 -0.0847 1.5345  O30 1.465, C32 1.486, H34 1.090, H35 1.090
32 C -5.4058 -0.3448 2.9260  C31 1.486, C33 1.534, H36 1.090, H37 1.090
33 C -5.6933 1.0830 3.4070  C29 1.527, C32 1.534, H38 1.090, H39 1.090
34 H -3.8655 -0.1159 1.4887  C31 1.090
35 H -5.3337 -0.9452 0.9836  C31 1.090
36 H -4.5727 -0.7769 3.4804  C32 1.090
37 H -6.3140 -0.9474 2.9178  C32 1.090
38 H -4.8128 1.4909 3.9034  C33 1.090
39 H -6.5213 1.1477 4.1128  C33 1.090
40 O -3.8239 -3.7957 4.7520  C41 1.194
41 C -3.1033 -3.7971 3.8001  O40 1.194, O42 1.297, C45 1.509
42 O -2.2509 -2.8447 3.5805  C41 1.297, C43 1.431
43 C -1.3772 -3.1215 2.4814  O42 1.431, C44 1.479, H46 1.090, H47 1.090
44 C -1.6086 -4.5612 2.2346  C43 1.479, C45 1.494, H48 1.090, H49 1.090
45 C -2.9364 -4.9267 2.8131  C41 1.509, C44 1.494, H50 1.090, H51 1.090
46 H -0.3203 -2.9287 2.6654  C43 1.090
47 H -1.7375 -2.4601 1.6935  C43 1.090
48 H -0.8576 -5.2032 2.6949  C44 1.090
49 H -1.6829 -4.6802 1.1536  C44 1.090
50 H -3.0407 -5.8887 3.3150  C45 1.090
51 H -3.8047 -5.0732 2.1707  C45 1.090
52 O 3.5780 -0.0574 -7.4777  C53 1.245
53 C 2.8871 -0.1752 -6.4482  O52 1.245, O54 1.373, C57 1.508
54 O 3.5071 -0.1547 -5.2232  C53 1.373, C55 1.394
55 C 2.6116 -0.4294 -4.1912  O54 1.394, C56 1.535, H58 1.090, H59 1.090
56 C 1.2217 -0.2322 -4.8124  C55 1.535, C57 1.538, H60 1.090, H61 1.090
57 C 1.4264 -0.5234 -6.3087  C53 1.508, C56 1.538, H62 1.090, H63 1.090
58 H 2.9336 0.0078 -3.2460  C55 1.090
59 H 2.8151 -1.4918 -4.0573  C55 1.090
60 H 0.8969 0.7826 -4.5828  C56 1.090
61 H 0.4199 -0.8417 -4.3956  C56 1.090
62 H 0.7523 -0.0837 -7.0437  C57 1.090
63 H 1.4071 -1.6121 -6.3589  C57 1.090
64 O -3.3142 -2.2579 -0.6873  C65 1.223
65 C -3.7253 -3.2051 -1.3425  O64 1.223, O66 1.395, C69 1.561
66 O -2.9179 -4.2934 -1.6733  C65 1.395, C67 1.441
67 C -3.6267 -5.2477 -2.4884  O66 1.441, C68 1.518, H70 1.090, H71 1.090
68 C -5.1095 -4.9450 -2.3662  C67 1.518, C69 1.506, H72 1.090, H73 1.090
69 C -5.1556 -3.5199 -1.8821  C65 1.561, C68 1.506, H74 1.090, H75 1.090
70 H -3.4768 -6.2581 -2.1080  C67 1.090
71 H -3.2915 -5.2043 -3.5247  C67 1.090
72 H -5.5082 -5.6158 -1.6052  C68 1.090
73 H -5.6529 -5.1724 -3.2834  C68 1.090
74 H -5.9683 -3.3719 -1.1709  C69 1.090
75 H -5.3069 -2.7817 -2.6697  C69 1.090
76 O 1.7443 -1.9580 1.5705  C77 1.248
77 C 2.8791 -2.3443 1.2237  O76 1.248, O78 1.309, C81 1.514
78 O 3.0424 -3.2787 0.3213  C77 1.309, C79 1.384
79 C 4.3700 -3.6060 0.1064  O78 1.384, C80 1.492, H82 1.090, H83 1.090
80 C 5.1777 -3.0121 1.2109  C79 1.492, C81 1.539, H84 1.090, H85 1.090
81 C 4.2608 -1.8290 1.5667  C77 1.514, C80 1.539, H86 1.090, H87 1.090
82 H 4.6968 -3.1438 -0.8250  C79 1.090
83 H 4.7169 -4.6278 -0.0475  C79 1.090
84 H 6.2283 -2.8392 0.9774  C80 1.090
85 H 5.1877 -3.7709 1.9934  C80 1.090
86 H 4.5296 -1.0167 0.8914  C81 1.090
87 H 4.2701 -1.6098 2.6344  C81 1.090
88 O 2.3058 1.4517 -1.2517  C89 1.214
89 C 1.2720 0.9453 -0.8670  O88 1.214, O90 1.335, C93 1.538
90 O 0.7796 -0.1648 -1.4213  C89 1.335, C91 1.475
91 C -0.4452 -0.5921 -0.7201  O90 1.475, C92 1.564, H94 1.090, H95 1.090
92 C -0.8577 0.6493 0.1367  C91 1.564, C93 1.537, H96 1.090, H97 1.090
93 C 0.4850 1.3525 0.3896  C89 1.538, C92 1.537, H98 1.090, H99 1.090
94 H -0.1532 -1.3702 -0.0148  C91 1.090
95 H -1.3311 -0.9614 -1.2367  C91 1.090
96 H -1.2367 0.3528 1.1147  C92 1.090
97 H -1.6737 1.2124 -0.3164  C92 1.090
98 H 1.0162 0.9480 1.2512  C93 1.090
99 H 0.4594 2.4262 0.5754  C93 1.090
100 O 1.5432 -4.1972 -5.7403  C101 1.226
101 C 1.2803 -4.2321 -4.5428  O100 1.226, O102 1.331, C105 1.558
102 O 0.3613 -3.4008 -4.0566  C101 1.331, C103 1.420
103 C 0.2449 -3.5051 -2.6455  O102 1.420, C104 1.544, H106 1.090, H107 1.090
104 C 1.4595 -4.3481 -2.2013  C103 1.544, C105 1.535, H108 1.090, H109 1.090
105 C 1.7487 -5.2185 -3.4321  C101 1.558, C104 1.535, H110 1.090, H111 1.090
106 H -0.6850 -4.0584 -2.5139  C103 1.090
107 H 0.2114 -2.5569 -2.1090  C103 1.090
108 H 1.2250 -4.8450 -1.2600  C104 1.090
109 H 2.2854 -3.6527 -2.0515  C104 1.090
110 H 1.2239 -6.1722 -3.4884  C105 1.090
111 H 2.8113 -5.3916 -3.6025  C105 1.090
112 C -2.7228 -1.6348 -6.9987  C113 1.526, H119 1.090, H120 1.090, H121 1.090
113 C -2.4914 -2.3776 -5.6864  C112 1.526, O114 1.368, H122 1.090, H123 1.090
114 O -2.4304 -1.6120 -4.5541  C113 1.368, C115 1.343
115 C -3.5188 -1.0230 -4.0327  O114 1.343, O116 1.276, O117 1.332
116 O -4.6853 -1.1878 -4.5225  C115 1.276
117 O -3.1359 -0.1594 -3.0944  C115 1.332, C118 1.351
118 C -4.1138 0.4676 -2.4051  O117 1.351, H124 1.090, H125 1.090, H126 1.090
119 H -3.7097 -1.1725 -6.9787  C112 1.090
120 H -2.7500 -2.2002 -7.9301  C112 1.090
121 H -1.9988 -0.8227 -7.0657  C112 1.090
122 H -1.4992 -2.8287 -5.6813  C113 1.090
123 H -3.2196 -3.1662 -5.4969  C113 1.090
124 H -4.7685 -0.1492 -1.7895  C118 1.090
125 H -4.6923 1.1623 -3.0140  C118 1.090
126 H -3.6726 1.2092 -1.7391  C118 1.090
127 C -2.1205 3.5464 2.5084  C128 1.545, H134 1.090, H135 1.090, H136 1.090
128 C -3.1194 4.7087 2.3111  C127 1.545, O129 1.442, H137 1.090, H138 1.090
129 O -2.5544 5.8371 1.6126  C128 1.442, C130 1.342
130 C -2.0154 6.8484 2.3112  O129 1.342, O131 1.216, O132 1.321
131 O -1.7418 6.7968 3.4947  C130 1.216
132 O -1.7662 7.8908 1.5397  C130 1.321, C133 1.403
133 C -2.2320 8.1560 0.2430  O132 1.403, H139 1.090, H140 1.090, H141 1.090
134 H -1.6943 3.1172 1.6016  C127 1.090
135 H -2.5152 2.6698 3.0221  C127 1.090
136 H -1.3435 3.8923 3.1902  C127 1.090
137 H -3.4594 5.0631 3.2842  C128 1.090
138 H -3.9321 4.3231 1.6955  C128 1.090
139 H -1.9070 7.3048 -0.3553  C133 1.090
140 H -1.6674 9.0255 -0.0936  C133 1.090
141 H -3.2947 8.3054 0.0523  C133 1.090
142 C 4.4444 1.4721 1.5426  C143 1.569, H149 1.090, H150 1.090, H151 1.090
143 C 4.5514 3.0337 1.4287  C142 1.569, O144 1.392, H152 1.090, H153 1.090
144 O 5.0571 3.5040 2.6370  C143 1.392, C145 1.353
145 C 5.9504 4.5155 2.5408  O144 1.353, O146 1.227, O147 1.317
146 O 6.4869 4.9975 1.5478  C145 1.227
147 O 6.0544 4.9983 3.7613  C145 1.317, C148 1.444
148 C 6.9674 6.0663 4.0959  O147 1.444, H154 1.090, H155 1.090, H156 1.090
149 H 5.4313 1.0846 1.7958  C142 1.090
150 H 4.0532 1.0767 0.6053  C142 1.090
151 H 3.7397 1.1363 2.3034  C142 1.090
152 H 3.5709 3.4323 1.1682  C143 1.090
153 H 5.1837 3.3521 0.6000  C143 1.090
154 H 6.5949 6.9831 3.6390  C148 1.090
155 H 7.9920 5.8791 3.7744  C148 1.090
156 H 6.9600 6.1708 5.1808  C148 1.090

Properties
- HOMO-LUMO gap (eV) = 9.8
- highest occupied orbital energy (eV) = -9.76
- total charge = 0

Here are the Löwdin charges for atoms 1 to 99, given in e: C -0.98; Cl 0.53; Cl 0.59; H 0.01; H 0.01; C -1.00; Cl 0.50; Cl 0.63; H 0.03; H 0.03; C -0.98; Cl 0.59; Cl 0.52; H 0.02; H 0.03; O 0.09; C -0.49; O 0.01; C -0.17; C -0.16; C -0.05; H 0.12; H 0.10; H 0.12; H 0.12; H 0.13; H 0.13; O 0.09; C -0.45; O 0.02; C -0.17; C -0.15; C -0.06; H 0.12; H 0.11; H 0.12; H 0.12; H 0.12; H 0.13; O 0.11; C -0.55; O 0.05; C -0.14; C -0.16; C -0.08; H 0.11; H 0.12; H 0.13; H 0.11; H 0.13; H 0.12; O 0.07; C -0.41; O 0.01; C -0.18; C -0.13; C -0.05; H 0.10; H 0.12; H 0.12; H 0.09; H 0.13; H 0.12; O 0.09; C -0.37; O -0.02; C -0.16; C -0.16; C -0.06; H 0.12; H 0.12; H 0.11; H 0.12; H 0.13; H 0.11; O 0.08; C -0.42; O 0.05; C -0.23; C -0.16; C -0.08; H 0.08; H 0.14; H 0.12; H 0.12; H 0.06; H 0.11; O 0.07; C -0.46; O 0.03; C -0.11; C -0.13; C -0.08; H 0.10; H 0.09; H 0.09; H 0.09; H 0.10; H 0.05


2.
A single C24H32N2O2 molecule. Source: OMol25; level of theory: ωB97M-V with the def2-TZVPD basis set.

Each atom is followed by the atoms it is bonded to, with distances in Å.
Atoms and positions in Å:
1 C 3.8856 5.0460 -0.7334  C2 1.318, H29 1.076, H30 1.076
2 C 4.8862 4.8074 0.0912  C1 1.318, C3 1.500, H31 1.082
3 C 5.3216 3.4469 0.5475  C2 1.500, O4 1.408, H32 1.102, H33 1.102
4 O 4.4603 2.4599 0.0315  C3 1.408, C5 1.365
5 C 4.6838 1.1535 0.3561  O4 1.365, C6 1.390, C10 1.403
6 C 5.7472 0.7062 1.1321  C5 1.390, C7 1.385, H34 1.079
7 C 5.8967 -0.6444 1.4013  C6 1.385, C8 1.381, H35 1.080
8 C 4.9936 -1.5623 0.9013  C7 1.381, C9 1.384, H36 1.079
9 C 3.9331 -1.1200 0.1291  C8 1.384, C10 1.384, H37 1.079
10 C 3.7602 0.2252 -0.1469  C5 1.403, C9 1.384, C11 1.505
11 C 2.5995 0.6843 -0.9882  C10 1.505, N12 1.453, H38 1.102, H39 1.096
12 N 1.4158 -0.1193 -0.7357  C11 1.453, C13 1.448, C28 1.447
13 C 0.8690 0.1270 0.5819  N12 1.448, C14 1.520, H40 1.092, H41 1.106
14 C -0.2738 -0.8440 0.8293  C13 1.520, N15 1.457, H42 1.091, H43 1.104
15 N -1.3405 -0.6843 -0.1502  C14 1.457, C16 1.460, C24 1.468
16 C -2.4311 -1.6064 0.1535  N15 1.460, C17 1.537, H44 1.089, H45 1.103
17 C -3.1901 -1.1931 1.4250  C16 1.537, C18 1.503, H46 1.091, H47 1.092
18 C -4.5997 -1.7115 1.3759  C17 1.503, C19 1.387, C23 1.391
19 C -4.9897 -2.8133 2.1233  C18 1.387, C20 1.385, H48 1.081
20 C -6.2862 -3.2934 2.0470  C19 1.385, C21 1.384, H49 1.081
21 C -7.2065 -2.6762 1.2185  C20 1.384, C22 1.385, H50 1.080
22 C -6.8245 -1.5771 0.4664  C21 1.385, C23 1.383, H51 1.080
23 C -5.5299 -1.0980 0.5435  C18 1.391, C22 1.383, H52 1.081
24 C -0.7983 -0.8534 -1.5035  N15 1.468, C25 1.540, C28 1.535, H53 1.108
25 C -1.8419 -0.6333 -2.6140  C24 1.540, C26 1.534, H54 1.091, H55 1.092
26 C -2.5451 0.7294 -2.5707  C25 1.534, O27 1.402, H56 1.095, H57 1.101
27 O -3.2246 0.9792 -1.3704  C26 1.402, H58 0.973
28 C 0.3711 0.1192 -1.7076  N12 1.447, C24 1.535, H59 1.093, H60 1.104
29 H 3.6206 6.0467 -1.0271  C1 1.076
30 H 3.2976 4.2439 -1.1433  C1 1.076
31 H 5.4816 5.6112 0.5034  C2 1.082
32 H 6.3554 3.2726 0.2072  C3 1.102
33 H 5.3206 3.4211 1.6492  C3 1.102
34 H 6.4689 1.4003 1.5335  C6 1.079
35 H 6.7294 -0.9721 2.0061  C7 1.080
36 H 5.1135 -2.6146 1.1094  C8 1.079
37 H 3.2103 -1.8160 -0.2673  C9 1.079
38 H 2.4145 1.7549 -0.8016  C11 1.102
39 H 2.8642 0.5703 -2.0452  C11 1.096
40 H 1.6506 -0.0326 1.3275  C13 1.092
41 H 0.5002 1.1653 0.6763  C13 1.106
42 H -0.6884 -0.6603 1.8213  C14 1.091
43 H 0.1280 -1.8720 0.8009  C14 1.104
44 H -3.1445 -1.5810 -0.6683  C16 1.089
45 H -2.0651 -2.6423 0.2539  C16 1.103
46 H -2.6876 -1.5701 2.3166  C17 1.091
47 H -3.2103 -0.1023 1.4703  C17 1.092
48 H -4.2749 -3.2990 2.7732  C19 1.081
49 H -6.5776 -4.1512 2.6359  C20 1.081
50 H -8.2184 -3.0496 1.1592  C21 1.080
51 H -7.5399 -1.0913 -0.1812  C22 1.080
52 H -5.2307 -0.2414 -0.0437  C23 1.081
53 H -0.3961 -1.8791 -1.6178  C24 1.108
54 H -2.5947 -1.4219 -2.5811  C25 1.091
55 H -1.3290 -0.7195 -3.5739  C25 1.092
56 H -3.2992 0.7692 -3.3629  C26 1.095
57 H -1.8148 1.5291 -2.7668  C26 1.101
58 H -2.6091 0.7557 -0.6512  O27 0.973
59 H 0.7811 -0.0353 -2.7089  C28 1.093
60 H 0.0018 1.1572 -1.6373  C28 1.104

Properties
- relative energy (zero: lowest compared OMol25 entry of this formula, charge and spin) (kcal per mole) = 75.64
- HOMO-LUMO gap (eV) = 9.4
- highest occupied orbital energy (eV) = -8.57
- total charge = 0
- structure (SMILES) = C=CCOc1ccccc1CN1CCN(CCc2ccccc2)[C@@H](CCO)C1

What are the Löwdin partial charges on each atom? They are as follows, in elementary charge units: C 0.02; C -0.14; C -0.21; O -0.06; C -0.21; C -0.02; C -0.09; C -0.09; C -0.04; C -0.14; C -0.13; N -0.17; C -0.16; C -0.16; N -0.15; C -0.18; C -0.13; C -0.24; C -0.05; C -0.09; C -0.10; C -0.08; C -0.04; C -0.29; C -0.13; C -0.26; O -0.08; C -0.15; H 0.05; H 0.05; H 0.10; H 0.13; H 0.13; H 0.10; H 0.10; H 0.10; H 0.11; H 0.12; H 0.14; H 0.13; H 0.14; H 0.12; H 0.13; H 0.10; H 0.14; H 0.11; H 0.13; H 0.11; H 0.10; H 0.10; H 0.10; H 0.11; H 0.15; H 0.11; H 0.12; H 0.12; H 0.11; H 0.06; H 0.13; H 0.13


3.
A gas-phase ion, C7H12N5 (charge +1). Source: OMol25; level of theory: ωB97M-V with the def2-TZVPD basis set.

Each atom is followed by the atoms it is bonded to, with distances in Å.
Atoms and positions in Å:
1 C 1.6470 -2.5446 0.3419  C2 1.548, H13 1.149, H14 1.097, H15 1.127
2 C 0.6956 -1.3430 0.1221  C1 1.548, C3 1.383, N12 1.268
3 C -0.6530 -1.6201 -0.0058  C2 1.383, N4 1.175
4 N -1.8233 -1.5277 -0.0424  C3 1.175, C5 1.446
5 C -2.8303 -0.6745 -0.6324  N4 1.446, N6 1.410, H16 1.059, H17 1.171
6 N -2.6308 0.5234 0.0839  C5 1.410, C7 1.423, H18 1.011
7 C -1.2698 0.8628 0.3218  N6 1.423, N8 1.335, C9 1.417
8 N -0.8447 0.6378 1.5666  C7 1.335, H19 1.007, H20 1.108
9 C -0.4121 1.3792 -0.6817  C7 1.417, N10 1.373, H21 1.065
10 N 0.8613 0.9602 -0.3842  C9 1.373, C11 1.557, N12 1.304
11 C 2.0043 1.8243 -0.9943  N10 1.557, H22 1.056, H23 1.150, H24 1.043
12 N 1.2673 -0.2183 0.0000  C2 1.268, N10 1.304
13 H 1.1603 -3.2497 1.1071  C1 1.149
14 H 2.4674 -2.0508 0.8775  C1 1.097
15 H 1.8700 -3.0132 -0.6580  C1 1.127
16 H -2.5414 -0.5933 -1.6476  C5 1.059
17 H -3.9602 -0.9820 -0.6079  C5 1.171
18 H -3.0748 0.3991 0.9838  N6 1.011
19 H 0.1332 0.8154 1.7286  N8 1.007
20 H -1.5511 0.2566 2.3297  N8 1.108
21 H -0.7208 1.9096 -1.5527  C9 1.065
22 H 1.9524 1.8857 -2.0472  C11 1.056
23 H 1.8196 2.8616 -0.5339  C11 1.150
24 H 2.9525 1.4637 -0.7521  C11 1.043

Properties
- relative energy (zero: lowest compared OMol25 entry of this formula, charge and spin) (kcal per mole) = 101.05
- HOMO-LUMO gap (spin up / spin down) (eV) = 7.4 / 7.4
- highest occupied orbital energy (spin up / spin down) (eV) = -11.71 / -11.71
- total charge = +1
- structure (SMILES) = CC1=C=NCN/C(N)=C/[N+](C)=N\1

What are the Löwdin partial charges on each atom? They are as follows, in elementary charge units: C -0.01; C -0.34; C 0.08; N 0.19; C -0.15; N 0.04; C -0.37; N 0.16; C 0.00; N -0.17; C 0.05; N 0.10; H 0.11; H 0.08; H 0.10; H 0.12; H 0.19; H 0.12; H 0.12; H 0.21; H 0.12; H 0.07; H 0.12; H 0.06


Taking the records one at a time from the top gives strongest force on any atom values of 4.7; 0.6; 4.7 eV/A.